[1]
Formula: C41H62ClF9N3O22PS5
Source: OMol25
Level of theory: the ωB97M-V functional and the def2-TZVPD basis

CARTESIAN COORDINATES (ANGSTROEM)
Cl1 -1.790 1.695 1.552
S1 -7.735 0.857 1.977
S2 0.752 5.104 -0.486
S3 -13.354 2.968 -0.696
S4 -10.250 -0.487 -4.014
S5 13.452 -3.039 1.267
P1 -2.139 -2.688 2.871
F1 7.459 5.599 0.348
F2 8.090 2.883 -2.182
F3 0.373 -4.941 1.585
F4 11.168 1.994 0.146
F5 9.396 0.855 1.060
F6 7.773 2.792 1.031
F7 7.643 6.015 -1.888
F8 9.617 4.485 -1.640
F9 9.758 4.003 0.926
O1 5.245 4.360 0.226
O2 -14.156 4.359 -0.934
O3 -13.360 2.455 -2.235
O4 -7.520 1.410 0.671
O5 0.849 4.416 -1.738
O6 14.142 -1.578 1.112
O7 13.550 -3.726 0.015
O8 -8.840 -0.453 -3.211
O9 -0.775 5.621 -0.304
O10 1.453 6.559 -0.640
O11 -11.031 0.620 -3.120
O12 -0.518 2.407 3.813
O13 -8.515 1.963 2.871
O14 -6.326 0.890 2.781
O15 -10.038 0.064 -5.321
O16 -12.004 3.276 -0.328
O17 13.891 -3.612 2.504
O18 -14.191 2.095 0.071
O19 -10.862 -1.763 -3.799
O20 11.921 -2.532 1.454
O21 1.181 4.530 0.754
O22 -8.348 -0.418 2.189
N1 2.021 0.866 1.619
N2 5.932 0.979 -0.720
N3 2.677 -0.681 -1.079
C1 -0.762 7.020 -0.018
C2 -1.247 -3.186 4.478
C3 -0.932 -5.257 1.039
C4 -0.146 -0.001 3.452
C5 13.127 -0.580 0.989
C6 -14.308 3.219 -2.978
C7 0.119 -0.811 2.078
C8 -8.807 0.707 -2.376
C9 0.445 7.564 -0.767
C10 -7.739 2.278 4.027
C11 -6.293 2.047 3.616
C12 3.932 3.738 0.200
C13 -10.252 0.937 -1.964
C14 -0.423 -2.787 0.355
C15 8.433 3.821 -1.147
C16 -0.820 -6.710 0.383
C17 -0.370 -8.313 -3.210
C18 5.812 4.503 -1.087
C19 4.638 0.945 -1.466
C20 -0.762 1.434 3.063
C21 0.994 -3.010 -1.933
C22 -0.743 -2.060 1.716
C23 8.892 3.096 0.218
C24 3.084 1.234 0.746
C25 1.044 -7.818 -3.839
C26 1.632 -1.006 -0.149
C27 -4.595 -1.768 4.196
C28 6.886 -0.009 -1.318
C29 -14.294 4.598 -2.335
C30 -3.400 -1.299 3.184
C31 0.719 -2.250 -0.530
C32 1.296 -0.289 1.175
C33 7.336 4.974 -0.941
C34 1.731 -4.428 -1.767
C35 1.871 -6.879 -2.805
C36 3.387 0.441 -0.561
C37 -1.310 -4.087 -0.037
C38 9.758 1.756 -0.014
C39 3.965 2.505 1.226
C40 1.396 -5.340 -3.078
C41 11.926 -1.133 1.741
H1 9.576 1.253 -1.019
H2 0.225 7.693 -1.830
H3 -4.406 -2.825 4.600
H4 13.472 0.367 1.403
H5 3.515 2.889 2.220
H6 -10.545 0.257 -1.159
H7 7.701 -0.190 -0.514
H8 -1.039 -4.504 -1.065
H9 -2.424 -3.847 -0.007
H10 0.796 8.509 -0.352
H11 4.780 0.176 -2.321
H12 3.194 4.520 0.653
H13 -1.784 -7.071 -0.129
H14 12.046 -1.010 2.821
H15 10.991 -0.673 1.426
H16 -1.673 -2.607 5.384
H17 -1.268 -7.856 -3.746
H18 1.502 -2.298 -2.675
H19 4.364 1.928 -1.990
H20 6.395 -1.032 -1.514
H21 -8.429 1.542 -2.973
H22 7.435 0.387 -2.239
H23 -15.287 2.742 -2.869
H24 -10.433 1.966 -1.653
H25 1.658 -7.188 -1.715
H26 -1.694 7.486 -0.336
H27 2.851 -4.221 -1.688
H28 -0.061 -3.208 -2.369
H29 0.040 -6.731 -0.376
H30 -0.428 -8.005 -2.109
H31 5.804 0.653 0.259
H32 1.635 -8.774 -4.070
H33 -8.034 1.597 4.831
H34 -5.913 2.883 3.021
H35 3.000 -6.984 -2.957
H36 -5.613 -1.678 3.656
H37 -13.431 5.180 -2.668
H38 -0.140 -2.870 4.398
H39 -0.523 -7.446 1.224
H40 0.256 -5.383 -3.226
H41 -0.645 7.142 1.063
H42 -0.883 -0.547 4.130
H43 5.244 5.351 -1.634
H44 5.729 3.582 -1.755
H45 -4.612 -1.027 5.070
H46 -3.828 -0.996 2.157
H47 -1.725 -5.293 1.857
H48 -1.238 -4.319 4.655
H49 -2.928 -0.351 3.622
H50 -15.209 5.157 -2.537
H51 -5.637 1.886 4.472
H52 0.838 0.086 4.026
H53 -0.481 -9.456 -3.235
H54 3.529 3.497 -0.841
H55 12.903 -0.452 -0.074
H56 5.047 2.197 1.495
H57 -7.920 3.307 4.339
H58 -8.151 0.547 -1.521
H59 1.289 -4.994 -0.880
H60 -14.036 3.250 -4.033
H61 1.970 -4.998 -4.002
H62 0.819 -7.196 -4.771

Values from the calculation:
Total charge = 0
2S+1 = 1
SMILES string = CCCCCCc1c(C[C@@H](C)F)c(P(C)CC)c(CC(=O)Cl)c2nc(CCOCC(F)(F)C(F)(F)C(F)(F)C(F)F)c(CNC)nc12.O=S1(=O)OCCO1.O=S1(=O)OCCO1.O=S1(=O)OCCO1.O=S1(=O)OCCO1.O=S1(=O)OCCO1
Electronic energy = -7109.7802 a.u.
Orbital gap = 7.323 eV
E_HOMO = -8.2364 eV

=====

[2]
Formula: C41H63N2O25
Source: OMol25
Level of theory: the ωB97M-V functional and the def2-TZVPD basis

CARTESIAN COORDINATES (ANGSTROEM)
O1 -1.015 2.219 2.814
O2 -7.842 -2.267 -2.847
O3 1.358 1.032 -1.307
O4 1.085 -5.364 1.107
O5 0.618 -7.280 -0.051
O6 4.192 -2.371 0.686
O7 5.285 -0.624 -0.314
O8 4.207 3.685 3.275
O9 -4.080 -8.005 -1.246
O10 1.035 1.226 3.014
O11 -5.220 -6.108 -1.835
O12 4.833 5.605 4.348
O13 4.818 -2.540 -1.472
O14 4.233 0.406 8.449
O15 3.607 -1.514 7.377
O16 -4.193 2.631 -6.934
O17 -3.644 4.516 -8.112
O18 4.756 5.570 2.097
O19 4.156 0.372 6.198
O20 1.245 2.794 -2.760
O21 2.700 2.814 -0.992
O22 -4.861 -6.557 0.343
O23 -3.567 4.551 -5.861
O24 -0.799 0.132 3.732
O25 -0.008 -7.111 2.106
N1 -5.192 2.931 -2.009
N2 -6.217 1.100 -3.401
C1 5.146 2.507 5.641
C2 2.748 2.026 0.188
C3 1.470 0.092 3.747
C4 -4.668 -6.982 -0.943
C5 -6.447 2.112 -2.289
C6 5.746 7.706 1.540
C7 -7.344 -1.034 -2.614
C8 0.607 -6.483 1.061
C9 -6.146 -3.876 -1.727
C10 -0.676 -0.776 -3.404
C11 -4.207 2.349 -3.012
C12 3.965 -0.351 7.341
C13 4.395 -3.825 -1.045
C14 4.271 1.727 6.603
C15 -2.953 5.741 -6.331
C16 -0.670 -8.238 1.554
C17 3.530 -3.498 0.133
C18 -2.654 6.652 -8.669
C19 0.177 -1.782 4.843
C20 4.847 1.597 7.980
C21 3.428 -4.618 1.151
C22 2.309 0.684 -0.312
C23 0.269 -0.801 3.690
C24 -0.326 1.276 3.156
C25 4.807 -1.743 -0.360
C26 -3.529 5.871 -7.707
C27 0.195 -8.566 0.376
C28 4.565 4.848 3.240
C29 -0.772 -9.359 2.572
C30 4.142 2.033 0.786
C31 4.871 6.926 2.502
C32 -2.624 2.873 -3.095
C33 -5.357 -5.231 0.254
C34 -1.067 0.802 -3.776
C35 -6.048 -5.242 -1.075
C36 -1.722 1.596 -2.500
C37 5.447 6.795 3.878
C38 -3.835 3.794 -6.969
C39 -7.376 0.171 -3.774
C40 1.726 2.264 -1.775
C41 -4.811 1.151 -3.959
H1 -4.539 6.299 -7.688
H2 -1.617 6.303 -8.634
H3 -2.669 7.719 -8.431
H4 -6.435 -3.973 -2.779
H5 -4.508 -4.542 0.302
H6 4.594 2.444 8.622
H7 4.501 3.059 0.912
H8 6.783 7.358 1.575
H9 -5.014 3.697 -1.314
H10 4.151 1.533 1.759
H11 0.374 -0.704 -2.843
H12 0.215 -9.760 2.821
H13 2.350 -0.358 3.280
H14 5.194 7.643 4.521
H15 -0.584 -1.384 -4.413
H16 -7.261 -0.331 -4.825
H17 -0.950 1.928 -1.680
H18 -1.438 -1.270 -2.660
H19 -6.865 -0.867 -1.534
H20 -1.868 5.595 -6.321
H21 -5.182 -3.359 -1.713
H22 -2.474 3.826 -2.397
H23 5.731 8.774 1.778
H24 -7.043 -5.700 -1.014
H25 2.808 -5.435 0.770
H26 -7.444 2.247 -1.687
H27 5.284 -4.411 -0.788
H28 1.728 0.416 4.760
H29 5.932 1.450 7.989
H30 -4.340 0.504 -4.814
H31 2.993 -4.249 2.085
H32 -6.040 -5.016 1.080
H33 0.334 -1.282 5.803
H34 1.848 0.075 0.470
H35 -0.084 1.383 -4.080
H36 -8.375 0.766 -3.619
H37 1.084 -9.151 0.633
H38 3.861 7.354 2.521
H39 3.110 0.110 -0.789
H40 4.803 2.369 4.611
H41 4.415 -5.019 1.400
H42 -1.392 -10.176 2.191
H43 2.032 2.450 0.901
H44 6.183 2.159 5.676
H45 -3.206 6.588 -5.688
H46 -0.354 -9.078 -0.418
H47 3.846 -4.337 -1.839
H48 -1.829 0.830 -4.689
H49 -2.997 6.513 -9.699
H50 0.922 -2.576 4.740
H51 2.527 -3.177 -0.173
H52 -6.882 -3.250 -1.214
H53 -0.820 -2.234 4.883
H54 3.261 2.155 6.623
H55 -2.471 0.837 -1.967
H56 4.858 1.527 0.131
H57 0.205 -1.338 2.735
H58 -1.207 -8.990 3.506
H59 -1.673 -7.918 1.247
H60 5.403 7.568 0.510
H61 -2.348 3.151 -4.198
H62 6.532 6.649 3.888
H63 5.131 3.575 5.879

Values from the calculation:
Total charge = +1
2S+1 = 1
Electronic energy = -3590.1756 a.u.
Orbital gap = 8.315 eV
E_HOMO = -12.0084 eV

=====

[3]
Formula: C41H65F2P2PbSi2
Source: OMol25
Level of theory: the ωB97M-V functional and the def2-TZVPD basis

CARTESIAN COORDINATES (ANGSTROEM)
Pb1 -0.126 -1.421 0.709
P1 -0.956 0.841 2.256
P2 -0.021 -1.553 -2.122
Si1 2.543 -2.240 1.908
Si2 -2.525 -0.354 -0.378
F1 -1.477 -3.339 3.009
F2 -0.663 -4.597 1.413
C1 0.909 1.421 6.374
C2 -0.319 0.700 -3.804
C3 -2.701 -3.225 -4.269
C4 -0.589 1.141 6.504
C5 -4.621 1.407 0.566
C6 -1.724 0.625 -1.826
C7 -1.303 1.424 5.183
C8 0.143 2.310 1.846
C9 2.398 -0.167 -1.415
C10 1.193 4.543 2.250
C11 -5.244 2.294 1.418
C12 -0.788 -3.351 -5.919
C13 -1.785 2.531 -3.330
C14 -4.552 2.810 2.505
C15 -2.281 -3.626 -5.687
C16 -1.300 -3.381 1.632
C17 3.801 -0.833 2.394
C18 -0.101 2.603 0.359
C19 1.440 1.004 4.997
C20 -4.028 -1.020 -1.402
C21 -3.302 0.984 0.750
C22 -0.845 1.926 -4.156
C23 -0.313 -2.806 -3.531
C24 3.710 0.586 -3.402
C25 -0.851 0.435 4.096
C26 -0.733 0.040 -2.641
C27 -3.256 2.388 2.737
C28 -0.292 -2.272 -4.960
C29 3.625 -3.290 0.695
C30 0.570 -0.081 4.377
C31 2.583 -3.366 3.465
C32 2.830 -1.760 -3.307
C33 1.908 -1.432 -2.125
C34 -1.615 -3.588 -3.264
C35 1.670 4.321 0.811
C36 0.489 3.951 -0.076
C37 -2.199 1.881 -2.182
C38 0.014 3.623 2.611
C39 3.153 -0.577 -4.210
C40 -2.642 1.463 1.899
C41 2.696 1.002 -2.348
H1 -1.012 1.769 7.293
H2 -0.620 -3.040 -6.953
H3 2.066 -2.260 -1.416
H4 -2.202 3.493 -3.598
H5 -0.509 2.414 -5.062
H6 -0.941 -1.401 -5.048
H7 0.015 3.471 3.690
H8 1.648 0.135 -0.682
H9 -2.879 -2.149 -4.226
H10 0.797 3.894 -1.121
H11 -2.318 -3.526 1.230
H12 3.878 -0.890 -4.965
H13 -3.711 -1.851 -2.020
H14 -1.966 -3.379 -2.251
H15 -1.521 -0.437 4.132
H16 3.058 -4.122 0.286
H17 1.092 2.489 6.523
H18 -5.165 1.042 -0.291
H19 2.427 -2.584 -3.896
H20 3.311 -0.406 -0.863
H21 0.523 -3.506 -3.402
H22 4.492 -3.709 1.203
H23 1.779 1.337 -2.836
H24 -2.382 1.341 5.329
H25 -0.268 4.734 -0.002
H26 -0.932 4.095 2.339
H27 -2.941 2.349 -1.549
H28 3.629 0.100 1.858
H29 3.573 -3.377 3.917
H30 0.885 5.583 2.382
H31 2.256 -0.249 -4.733
H32 -1.426 -4.662 -3.323
H33 -4.816 -1.381 -0.749
H34 -2.728 2.785 3.588
H35 2.026 4.361 2.935
H36 0.530 -0.940 5.049
H37 3.776 -2.106 -2.873
H38 -5.016 3.530 3.167
H39 3.092 1.837 -1.763
H40 3.941 1.426 -4.062
H41 4.636 0.279 -2.911
H42 0.322 1.800 -0.246
H43 4.826 -1.143 2.193
H44 3.735 -0.610 3.459
H45 2.326 -4.384 3.190
H46 -0.758 0.101 6.789
H47 -4.453 -0.268 -2.062
H48 1.877 -3.061 4.229
H49 1.443 0.885 7.160
H50 1.026 -0.440 3.450
H51 0.426 0.250 -4.442
H52 -1.081 2.455 4.909
H53 2.398 3.510 0.779
H54 2.466 0.642 5.079
H55 -3.639 -3.723 -4.012
H56 -2.483 -4.688 -5.844
H57 4.002 -2.709 -0.144
H58 -0.206 -4.260 -5.753
H59 -6.266 2.606 1.236
H60 1.159 1.918 1.988
H61 2.164 5.222 0.441
H62 -1.177 2.610 0.175
H63 1.455 1.864 4.328
H64 0.720 -1.973 -5.233
H65 -2.880 -3.067 -6.410

Values from the calculation:
Total charge = -1
2S+1 = 1
Electronic energy = -3255.5437 a.u.
Orbital gap = 4.577 eV
ΔE to the lowest compared entry with this formula, charge and spin = 33.0 kcal per mole
E_HOMO = -2.0304 eV